[1]
12
Properties=species:S:1:pos:R:3:forces:R:3:nbo_charge:R:1 method="wB97M-V/def2-TZVPD" homo_energy_ev="-7.42 / -7.42" de_lowest_ev=5.349 orbital_gap_ev="7.95 / 7.95" e_tot_ha=-306.309723 lumo_energy_ev="0.53 / 0.53" fmax_ev_per_a=0.317
C -1.08814 -0.30491 0.66893 -0.2 -0.1 0.0 -0.697
C -0.53084 -0.23368 -0.71911 -0.1 -0.2 0.0 0.001
O -0.03022 1.10046 -0.89461 0.0 0.1 0.0 -0.499
C 0.83803 1.16144 0.19177 0.2 0.3 0.0 0.127
O 1.59203 -0.01182 0.11006 -0.1 0.0 0.0 -0.375
C 0.75397 -0.90977 -0.31184 0.0 -0.1 0.0 0.172
H -1.35680 -1.30758 0.99409 0.0 0.1 -0.1 0.216
H -1.86309 0.42744 0.91295 0.1 -0.1 0.0 0.227
H -1.07354 -0.53884 -1.61481 0.1 0.0 0.2 0.203
H 1.45192 2.05541 0.20802 0.0 -0.1 0.0 0.192
H -0.07381 0.55258 1.10105 0.0 0.0 0.0 0.223
H 1.03652 -1.95051 -0.24115 -0.1 0.1 0.0 0.211


[2]
12
Properties=species:S:1:pos:R:3:forces:R:3:nbo_charge:R:1 method="wB97M-V/def2-TZVPD" homo_energy_ev=-9.01 de_lowest_ev=1.925 orbital_gap_ev=10.00 e_tot_ha=-190.428112 lumo_energy_ev=0.99 fmax_ev_per_a=4.872
C 1.52825 -0.95856 0.45195 -0.9 -3.0 1.2 -0.474
C 0.83069 -2.18114 0.49995 -0.6 4.6 -0.2 -0.002
N 1.23461 -3.37710 1.05105 -0.2 -0.8 0.3 -0.853
H 2.42531 -0.71005 1.12937 -1.1 -0.6 -1.8 0.203
H 1.06017 -0.24949 -0.21336 0.0 0.7 0.6 0.207
H -0.28812 -2.10503 0.41450 1.1 -0.1 -1.4 0.183
H 1.74217 -3.90578 0.35777 0.2 -0.3 0.1 0.376
H 1.82989 -3.08619 1.77866 1.5 -0.5 1.2 0.360
N -2.77470 4.32590 -1.38780 -1.4 -2.4 -4.0 -1.078
H -2.47910 4.53220 -0.49772 0.4 -0.2 2.7 0.359
H -3.16017 3.33166 -1.61602 0.9 2.5 1.5 0.369
H -1.94900 4.38357 -1.96835 0.1 0.2 -0.2 0.351


[3]
23
Properties=species:S:1:pos:R:3:forces:R:3:lowdin_charge:R:1 method="wB97M-V/def2-TZVPD" homo_energy_ev=-7.26 de_lowest_ev=5.795 orbital_gap_ev=5.23 e_tot_ha=-801.736720 lumo_energy_ev=-2.03 fmax_ev_per_a=4.318
C 0.66097 -1.36508 0.64331 -0.8 -0.2 0.1 -0.082
N 1.78194 -1.14972 -0.33136 -1.2 0.8 -0.3 -0.059
C 1.60091 0.18735 -0.78006 2.8 0.2 -3.3 -0.134
C 1.00343 0.52807 -2.05731 2.9 -0.9 0.5 0.063
S -1.12164 2.66777 -0.14817 3.5 0.3 -1.9 -0.113
H 0.75169 -0.79124 1.58374 0.1 -0.6 -0.5 0.076
H 0.42567 -2.42779 0.79817 0.6 0.3 0.2 0.099
H -0.23139 -0.98972 0.12867 -0.1 0.0 0.4 0.080
H 2.69459 -1.20688 0.11860 -0.3 0.1 0.1 0.130
H 0.35843 0.51408 -1.04083 -2.5 1.0 0.6 0.074
H 2.16742 0.96223 -0.26176 -0.9 0.3 0.2 0.153
H 1.06195 1.48756 -2.58454 -0.3 0.1 1.4 0.113
H 0.87128 -0.26479 -2.79007 -0.6 -0.3 0.8 0.082
H 0.26887 3.13425 -0.78405 -3.0 -0.9 1.5 -0.224
H -2.25036 2.09186 1.71507 -0.4 0.4 -0.3 -0.158
H -3.80123 2.17486 2.16133 0.9 0.0 -0.3 0.042
O -2.88662 2.00130 2.43997 -0.4 -0.4 0.8 -0.127
H -1.48697 -1.01888 3.62975 0.4 0.0 -0.3 0.057
H -1.22337 0.27183 2.93546 0.1 0.0 -0.3 0.027
O -0.85826 -0.62595 2.99853 -0.8 0.1 0.7 -0.076
H 0.49034 -2.24773 -2.14579 -0.2 -0.3 -0.5 0.014
H -0.35638 -1.54217 -3.20764 -0.1 -0.7 0.0 0.030
O 0.07872 -2.39119 -3.02102 0.1 0.7 0.5 -0.066


[4]
58
Properties=species:S:1:pos:R:3:forces:R:3:nbo_charge:R:1 method="wB97M-V/def2-TZVPD" homo_energy_ev="-4.45 / -4.52" total_charge=-1 de_lowest_ev=0.464 orbital_gap_ev="6.59 / 6.66" e_tot_ha=-7223.836710 lumo_energy_ev="2.14 / 2.14" fmax_ev_per_a=0.735 spin_multiplicity=2
Ti 0.05630 0.07581 0.60965 -0.4 -0.4 0.3 1.137
O -5.59302 -0.34359 4.35152 0.0 0.1 0.0 -0.594
C -4.61957 -0.36419 3.64050 0.0 -0.1 -0.1 0.187
S -4.53656 0.41989 2.05480 0.0 0.0 0.1 0.316
C -2.90976 -0.09149 1.64392 0.0 -0.1 0.2 -0.410
C -2.25304 -0.84111 2.55046 -0.2 0.1 -0.1 -0.381
S -0.65278 -1.49837 2.35870 0.2 0.3 -0.3 -0.200
S -3.11565 -1.20625 4.03631 0.0 0.0 0.0 0.330
S -2.25762 0.40512 0.09787 0.3 0.0 0.0 -0.239
Cl 0.59809 2.95100 -0.49542 0.1 0.2 0.1 0.112
C 0.18240 3.24614 -2.15278 0.0 -0.1 -0.1 -0.018
C -0.08901 4.54728 -2.54655 0.0 0.0 0.0 -0.230
C -0.43792 4.79268 -3.86309 0.0 0.0 0.0 -0.190
C -0.51524 3.74554 -4.77210 0.0 0.1 -0.1 -0.238
C -0.24044 2.45325 -4.36444 0.1 -0.1 0.2 -0.116
C 0.11991 2.17507 -3.04288 -0.1 0.1 -0.2 -0.391
P 0.41717 0.49298 -2.40419 0.0 0.2 0.7 0.931
C 2.22105 0.29999 -2.56381 0.1 -0.1 -0.2 -0.332
C 3.10032 1.37722 -2.49236 0.0 0.0 0.0 -0.228
C 4.47031 1.16053 -2.43479 0.0 0.1 0.0 -0.156
C 4.97715 -0.12802 -2.45675 0.1 0.0 0.0 -0.230
C 4.10861 -1.20712 -2.54928 0.1 -0.1 0.0 -0.203
C 2.74217 -0.99664 -2.60107 0.0 0.1 0.0 -0.209
C -0.28407 -0.59144 -3.67094 0.0 -0.1 0.0 -0.349
C -1.52543 -1.15514 -3.38568 0.0 0.0 0.0 -0.195
C -2.13245 -1.99647 -4.30700 0.0 0.0 0.0 -0.156
C -1.49793 -2.28882 -5.50398 0.0 0.0 0.0 -0.220
C -0.25354 -1.74119 -5.78752 0.0 0.0 0.0 -0.210
C 0.35336 -0.89496 -4.87405 0.0 0.0 0.0 -0.207
H -0.03494 5.34724 -1.82042 0.0 0.0 0.0 0.232
H -0.65731 5.80525 -4.17716 0.0 0.0 0.0 0.215
H -0.79560 3.93739 -5.80017 0.0 0.0 0.0 0.213
H -0.31202 1.63615 -5.06978 0.0 0.0 0.0 0.215
H 2.72304 2.39158 -2.46226 0.0 0.0 0.0 0.219
H 5.14075 2.00836 -2.36359 0.0 0.0 0.0 0.204
H 6.04583 -0.29426 -2.39908 0.0 0.0 0.0 0.211
H 4.49479 -2.21969 -2.56852 0.0 0.0 0.0 0.217
H 2.07186 -1.84362 -2.66601 0.0 0.0 0.0 0.230
H -2.00059 -0.95126 -2.43148 0.0 0.0 0.0 0.251
H -3.09463 -2.43670 -4.07731 0.0 0.0 0.0 0.209
H -1.96771 -2.95631 -6.21622 0.0 0.0 0.0 0.209
H 0.24725 -1.97878 -6.71796 0.0 0.0 0.0 0.210
H 1.32881 -0.47517 -5.08518 0.0 0.0 0.0 0.223
Cl 5.01641 -5.27285 1.10473 0.1 0.0 0.0 0.032
C 3.75250 -4.18083 0.68201 0.0 0.1 0.0 -0.129
C 3.82309 -2.84289 1.07265 -0.1 -0.1 -0.1 -0.061
Cl 5.17542 -2.26733 1.95906 0.1 0.1 0.1 0.050
C 2.80015 -1.97854 0.73355 -0.3 -0.2 -0.2 -0.157
Cl 2.82817 -0.31017 1.16425 0.0 0.1 0.1 0.135
C 1.67318 -2.39317 -0.01243 0.5 -0.3 0.2 0.418
O 0.76276 -1.55706 -0.36046 -0.4 0.6 0.0 -0.799
C 1.63204 -3.74954 -0.40112 0.1 0.3 0.1 -0.149
Cl 0.29761 -4.24733 -1.35839 -0.1 0.0 -0.1 0.052
C 2.65422 -4.62176 -0.05767 0.1 0.1 0.1 -0.060
Cl 2.57304 -6.26767 -0.55448 0.0 -0.1 0.0 0.042
S 1.61897 3.42071 3.71481 0.0 0.1 0.1 -0.208
C 0.91380 2.33788 2.76268 -0.1 -0.1 -0.1 0.223
N 0.39627 1.54928 2.05790 0.2 -0.3 -0.6 -0.758